This record from the OMol25 dataset describes a structure of composition C25H31CoF3N3O4SSi2 at a distorted geometry. The level of theory is ωB97M-V/def2-TZVPD.

Results
**HOMO-LUMO gap (spin up / spin down)**: 6.52 / 6.96 eV
**HOMO energy (spin up / spin down)**: -4.5053 / -4.9902 eV
**<S²>**: 3.759
**Relative energy (zero: lowest compared OMol25 entry of this formula, charge and spin)**: 0.00 kcal per mole
**2S+1**: 4
**Charge**: -1

Atoms and positions in Å:
Co1 -0.1338 -0.0988 -0.2305
O1 2.4522 0.5152 -3.3784
C1 1.8235 0.3253 -2.3421
O2 0.5628 0.2568 -2.1665
C2 2.6169 0.0723 -1.0489
C3 3.9678 -0.2190 -0.9691
C4 4.4806 -0.6121 0.2597
C5 3.6396 -0.7494 1.3557
C6 2.3019 -0.4323 1.1956
N1 1.8531 0.0128 0.0298
C7 1.1852 -0.6543 2.2407
O3 1.5172 -0.9499 3.3799
O4 0.0065 -0.5248 1.7557
H1 4.5765 -0.1570 -1.8616
H2 5.5347 -0.8440 0.3571
H3 3.9869 -1.1123 2.3140
C8 -1.7758 2.1699 -3.3346
Si1 -2.5762 1.3919 -1.8329
C9 -4.2318 2.2948 -1.6359
C10 -3.0840 -0.3734 -2.2935
C11 -1.6011 1.3692 -0.2907
Si2 -0.8909 2.9382 0.3043
C12 0.3397 3.6536 -0.9211
C13 0.0034 2.7362 1.9420
C14 -2.2094 4.2616 0.5918
H4 -2.3848 1.9629 -4.2226
H5 -0.7725 1.7683 -3.4957
H6 -1.7069 3.2565 -3.2274
H7 -4.9441 1.9963 -2.4170
H8 -4.0985 3.3791 -1.7075
H9 -4.6827 2.0743 -0.6626
H10 -3.4176 -0.4604 -3.3343
H11 -3.9129 -0.6774 -1.6486
H12 -2.2340 -1.0530 -2.1514
H13 -2.2513 0.9618 0.5023
H14 1.2098 2.9960 -1.0234
H15 0.6929 4.6407 -0.6019
H16 -0.1062 3.7542 -1.9131
H17 0.8079 2.0011 1.8582
H18 -0.6805 2.3772 2.7178
H19 0.4428 3.6827 2.2777
H20 -2.5988 4.6328 -0.3622
H21 -1.8193 5.1200 1.1526
H22 -3.0496 3.8406 1.1535
S1 -3.4281 -1.3929 2.0102
C15 -4.0906 -2.7157 1.2598
N2 -3.5908 -3.1325 0.0469
C16 -4.0862 -4.1444 -0.7024
C17 -5.1313 -4.8793 -0.2605
C18 -5.6763 -4.5519 1.0127
C19 -5.1770 -3.5269 1.7442
H23 -2.8202 -2.5772 -0.3094
H24 -3.6034 -4.3062 -1.6562
H25 -5.5282 -5.6838 -0.8610
H26 -6.5081 -5.1295 1.3977
H27 -5.5797 -3.2694 2.7130
F1 1.1607 -7.0960 -0.2928
C20 1.9912 -6.0741 -0.0236
F2 3.0639 -6.2183 -0.8140
F3 2.4004 -6.2246 1.2429
C21 1.2991 -4.7501 -0.2318
C22 1.5398 -3.9927 -1.3590
C23 0.8382 -2.8032 -1.5127
N3 -0.0326 -2.3599 -0.6152
C24 -0.2710 -3.1074 0.4625
C25 0.3690 -4.3168 0.6910
H28 2.2542 -4.3056 -2.1066
H29 0.9812 -2.1746 -2.3860
H30 -0.9804 -2.7004 1.1784
H31 0.1503 -4.8898 1.5820

Forces on atoms 1 to 3 (eV/Å):
-1.079 0.652 0.145
0.018 -0.049 -0.039
0.002 0.100 0.134

Which charges does Mulliken predict for the atoms? In e, they are: atom 1 (Co): 0.142, atom 2 (O): -0.805, atom 3 (C): 0.177, atom 4 (O): -0.498, atom 5 (C): 0.665, atom 6 (C): -1.039, atom 7 (C): -0.270, atom 8 (C): -1.060, atom 9 (C): 0.624, atom 10 (N): 0.773, atom 11 (C): 0.255, atom 12 (O): -0.785, atom 13 (O): -0.498, atom 14 (H): 0.578, atom 15 (H): 0.416, atom 16 (H): 0.578, atom 17 (C): -1.092, atom 18 (Si): 0.489, atom 19 (C): -1.265, atom 20 (C): -0.857, atom 21 (C): 0.286, atom 22 (Si): -0.076, atom 23 (C): -0.783, atom 24 (C): -0.928, atom 25 (C): -1.234, atom 26 (H): 0.383, atom 27 (H): 0.234, atom 28 (H): 0.303, atom 29 (H): 0.328, atom 30 (H): 0.296, atom 31 (H): 0.308, atom 32 (H): 0.441, atom 33 (H): 0.192, atom 34 (H): -0.001, atom 35 (H): 0.300, atom 36 (H): 0.072, atom 37 (H): 0.424, atom 38 (H): 0.253, atom 39 (H): 0.115, atom 40 (H): 0.252, atom 41 (H): 0.443, atom 42 (H): 0.263, atom 43 (H): 0.302, atom 44 (H): 0.306, atom 45 (S): -0.340, atom 46 (C): 0.450, atom 47 (N): 0.354, atom 48 (C): -0.186, atom 49 (C): -0.693, atom 50 (C): -0.063, atom 51 (C): -0.683, atom 52 (H): -0.453, atom 53 (H): 0.446, atom 54 (H): 0.407, atom 55 (H): 0.347, atom 56 (H): 0.393, atom 57 (F): -0.260, atom 58 (C): 0.714, atom 59 (F): -0.283, atom 60 (F): -0.264, atom 61 (C): 0.556, atom 62 (C): -1.009, atom 63 (C): -0.725, atom 64 (N): 0.494, atom 65 (C): -0.328, atom 66 (C): -1.270, atom 67 (H): 0.518, atom 68 (H): 0.654, atom 69 (H): 0.739, atom 70 (H): 0.481